Record 1
{
  "formula": "C2H2N3O2",
  "method": "ωB97M-V with the def2-TZVPD basis set",
  "e_above_lowest_kj_mol": 440.6,
  "charge": 1,
  "energy_ha": -391.5805,
  "orbital_gap_ha": [0.12025, 0.20401],
  "symbols": ["C", "C", "N", "N", "N", "O", "O", "H", "H"],
  "positions_angstrom": [[0.29130, 1.51293, 1.68676], [-0.13421, -1.07556, -2.90605], [-0.37175, -1.07356, -1.72823], [-0.28339, -1.18139, -0.47415], [0.63543, 1.56756, 2.83255], [0.13735, -1.05385, -4.02523], [1.35407, 1.55996, 3.69870], [-0.54635, 1.53086, 0.99087], [-1.08244, -1.78695, -0.07522]],
  "forces_ev_per_angstrom": [[-1.329, 0.029, 0.588], [1.129, 0.513, -2.442], [-0.863, -0.937, 3.554], [-0.565, -0.255, -0.957], [-1.800, -0.410, -6.348], [-0.471, -0.128, 0.792], [2.525, 0.161, 4.992], [0.533, 0.200, 0.673], [0.840, 0.827, -0.853]]
}

---

Record 2
{
  "formula": "C2H2N3O2S",
  "method": "ωB97M-V with the def2-TZVPD basis set",
  "e_above_lowest_kj_mol": 333.6,
  "charge": -1,
  "energy_ha": -790.2879,
  "orbital_gap_ha": 0.29614,
  "symbols": ["C", "C", "N", "N", "N", "O", "O", "S", "H", "H"],
  "positions_angstrom": [[1.29241, 1.68563, 0.18447], [-0.66277, -0.92336, 0.38860], [2.17277, 1.57089, 0.87392], [0.25831, -1.52018, -0.01401], [1.14243, -2.30176, -0.45163], [-2.95273, 0.10900, 1.00277], [-1.59573, 1.26681, -0.64105], [-2.18385, -0.05465, -0.25875], [0.51326, 1.95480, -0.59077], [2.01589, -1.78720, -0.49355]],
  "forces_ev_per_angstrom": [[-3.224, 1.322, -3.470], [0.301, -0.183, 0.297], [2.346, -0.530, 2.022], [-0.374, 0.122, -0.280], [0.439, -0.533, -0.019], [-0.034, -0.508, -0.978], [0.059, -0.564, -0.466], [-0.448, 1.605, 1.403], [0.778, -0.893, 1.537], [0.157, 0.163, -0.044]]
}

---

Record 3
{
  "formula": "C2H2N3OS",
  "method": "ωB97M-V with the def2-TZVPD basis set",
  "e_above_lowest_kj_mol": 101.0,
  "charge": -1,
  "smiles": "N#CN(N)C([O-])=S",
  "energy_ha": -715.1252,
  "orbital_gap_ha": 0.28362,
  "symbols": ["N", "C", "N", "N", "C", "O", "S", "H", "H"],
  "positions_angstrom": [[0.23570, -2.62987, -0.32843], [0.01402, -1.50164, -0.37842], [0.09409, -0.19787, -0.19583], [0.41609, 0.04143, 1.27778], [-0.66772, 0.92939, -0.73318], [-1.04681, 1.80358, 0.00166], [-0.72349, 0.74983, -2.38838], [0.23571, 1.08117, 1.29771], [1.44242, -0.27601, 1.44710]],
  "forces_ev_per_angstrom": [[-0.321, -1.035, -0.253], [0.382, 0.578, -0.343], [0.697, 1.197, 3.700], [0.928, -0.120, -0.769], [0.391, -1.493, -1.680], [0.034, 0.662, 1.211], [-0.590, 0.204, -1.436], [0.693, -1.261, 0.337], [-2.214, 1.267, -0.768]]
}

---

Record 4
{
  "formula": "C2H2N3P",
  "method": "ωB97M-V with the def2-TZVPD basis set",
  "e_above_lowest_kj_mol": 84.7,
  "charge": 0,
  "multiplicity": 3,
  "energy_ha": -582.7665,
  "orbital_gap_ha": [0.24425, 0.22345],
  "s2": 2.00,
  "symbols": ["C", "C", "N", "N", "N", "P", "H", "H"],
  "positions_angstrom": [[2.36123, 1.09414, 0.31193], [2.40289, -1.16637, -0.20618], [2.95033, 2.04256, 0.56311], [3.01570, -2.05550, -0.57225], [1.60564, 0.05950, -0.06029], [0.01010, 0.19492, -0.78530], [-0.46758, -0.97522, -0.23805], [0.06919, -0.41116, -2.14672]],
  "forces_ev_per_angstrom": [[-0.025, 0.331, -0.233], [-2.525, 3.575, 0.410], [0.410, 0.738, 0.322], [0.595, -1.293, -0.255], [3.778, -3.234, 1.361], [-1.705, -1.392, -3.670], [-0.193, -0.403, 1.173], [-0.334, 1.677, 0.892]]
}

---

Record 5
{
  "formula": "C2H2N4",
  "method": "ωB97M-V with the def2-TZVPD basis set",
  "e_above_lowest_kj_mol": 542.2,
  "charge": 0,
  "energy_ha": -296.2184,
  "orbital_gap_ha": [0.29036, 0.28941],
  "symbols": ["C", "C", "N", "N", "N", "N", "H", "H"],
  "positions_angstrom": [[0.26627, -0.11392, -1.11852], [1.52004, -0.00792, -1.68004], [-0.75693, -0.73828, -0.76964], [2.58829, 0.03519, -2.04017], [-0.91106, 0.13093, 1.41431], [-1.00831, 0.38071, 0.14234], [-0.70328, -0.70500, 2.08457], [-0.99502, 1.01828, 1.96716]],
  "forces_ev_per_angstrom": [[-0.477, 1.621, 1.436], [-3.722, -1.135, 1.155], [0.002, -0.907, 0.355], [3.495, 0.463, -1.246], [0.276, 0.248, 3.870], [0.516, -0.277, -1.913], [-0.399, 1.283, -2.732], [0.308, -1.297, -0.926]]
}

---

Record 6
{
  "formula": "C2H2N4O2",
  "method": "ωB97M-V with the def2-TZVPD basis set",
  "e_above_lowest_kj_mol": 694.8,
  "charge": 0,
  "smiles": "C=NN=c1onno1",
  "energy_ha": -446.7081,
  "orbital_gap_ha": 0.36293,
  "symbols": ["C", "N", "N", "C", "O", "N", "N", "O", "H", "H"],
  "positions_angstrom": [[3.12228, -0.08538, 0.19809], [1.89934, -0.35077, -0.30225], [1.04325, 0.77774, -0.16020], [-0.19583, 0.35141, -0.08455], [-0.52245, -0.95680, 0.07495], [-1.91701, -0.96293, 0.00254], [-2.42453, 0.14725, 0.09004], [-1.37540, 1.12902, 0.03870], [3.74201, -1.08535, 0.14238], [3.67477, 0.83241, 0.85629]],
  "forces_ev_per_angstrom": [[-0.722, -2.211, 0.204], [3.842, 2.546, 2.182], [-3.267, -0.820, -0.232], [2.287, 1.610, 0.841], [-1.381, 1.061, -0.948], [-0.958, -0.638, 0.989], [1.815, 0.036, -0.792], [1.560, -1.703, -0.079], [-0.871, 2.335, 0.021], [-2.304, -2.216, -2.186]]
}

---

Record 7
{
  "formula": "C2H2N4O2",
  "method": "ωB97M-V with the def2-TZVPD basis set",
  "e_above_lowest_kj_mol": 686.6,
  "charge": 0,
  "smiles": "[H]/N=C/n1nnc(=O)o1",
  "energy_ha": -446.7112,
  "orbital_gap_ha": 0.34489,
  "symbols": ["H", "N", "C", "N", "N", "N", "C", "O", "O", "H"],
  "positions_angstrom": [[0.13916, 2.94885, -1.48187], [0.28873, 1.86943, -1.17362], [-0.75928, 1.02974, -0.85599], [-0.44420, -0.05699, 0.25660], [-0.85908, -1.40795, -0.01872], [-0.19127, -2.28210, 0.70035], [0.94041, -1.39813, 1.24516], [1.96938, -1.81753, 1.79761], [0.81632, -0.07105, 0.86043], [-1.90017, 1.18572, -1.32994]],
  "forces_ev_per_angstrom": [[-0.492, -3.810, 0.175], [-4.466, -1.419, 2.219], [3.533, 3.906, -1.314], [-1.739, -0.404, -3.267], [1.445, -0.446, 2.599], [0.116, 5.834, -1.820], [3.931, -2.720, 1.229], [-4.004, 1.582, -1.648], [-1.353, -1.394, -0.224], [3.028, -1.129, 2.051]]
}

---

Record 8
{
  "formula": "C2H2N4O2S",
  "method": "ωB97M-V with the def2-TZVPD basis set",
  "e_above_lowest_kj_mol": 383.1,
  "charge": 0,
  "energy_ha": -844.8365,
  "orbital_gap_ha": [0.28626, 0.19579],
  "symbols": ["C", "C", "N", "N", "N", "N", "O", "O", "S", "H", "H"],
  "positions_angstrom": [[-0.02283, -1.40328, -1.36107], [-1.09711, 0.35704, -1.36532], [-0.70691, -1.27735, -2.48645], [-1.40335, -0.16359, -2.50974], [0.15782, 2.32630, 1.32312], [-0.29387, -0.33604, -0.55635], [1.38003, 1.75795, 3.48333], [0.49697, -0.03573, 1.98350], [0.75464, 1.36842, 2.25629], [0.63575, -2.28413, -1.16534], [0.09887, -0.30958, 0.39803]],
  "forces_ev_per_angstrom": [[-0.095, -1.414, -1.188], [-1.458, 2.254, 0.679], [2.212, -3.604, -0.451], [-0.413, 2.158, 1.411], [-0.678, 1.779, -1.614], [1.135, -1.583, -0.365], [-0.140, -0.140, -0.984], [0.748, 1.181, 0.736], [0.347, -2.565, 2.650], [-0.756, 1.176, 0.068], [-0.903, 0.758, -0.943]]
}

---

Record 9
{
  "formula": "C2H2N4O6",
  "method": "ωB97M-V with the def2-TZVPD basis set",
  "e_above_lowest_kj_mol": 88.4,
  "charge": 0,
  "multiplicity": 3,
  "energy_ha": -747.3773,
  "orbital_gap_ha": [0.18746, 0.19701],
  "s2": 2.01,
  "symbols": ["C", "C", "N", "N", "N", "N", "O", "O", "O", "O", "O", "O", "H", "H"],
  "positions_angstrom": [[-0.49712, -1.59105, -0.25681], [0.02943, -0.44172, -1.32726], [-0.33301, -0.94812, 0.93509], [-0.05214, 0.75209, -0.65004], [1.52189, -0.70129, -1.71278], [-0.87746, -0.51813, -2.56193], [1.81571, -1.69147, -2.27242], [-1.93719, -1.05504, -2.44450], [-0.88509, -2.68722, -0.52207], [2.25680, 0.04107, -1.16673], [-0.46151, 0.11253, -3.52494], [-0.26453, 0.46101, 0.80859], [-0.83293, -1.12590, 1.85348], [0.90978, 1.17809, -0.55991]],
  "forces_ev_per_angstrom": [[-0.084, 1.420, -2.739], [-1.570, -2.742, 0.708], [-0.929, 1.989, 2.542], [0.822, 0.452, 3.143], [-3.194, 0.242, -0.816], [2.903, -0.500, -0.159], [0.020, -2.547, -1.443], [-2.866, -1.039, 0.730], [0.506, 0.254, 0.708], [3.271, 2.986, 2.163], [0.703, 1.145, -0.572], [0.231, -1.630, -2.031], [0.795, -0.164, -1.652], [-0.610, 0.134, -0.582]]
}

---

Record 10
{
  "formula": "C2H2N4OS",
  "method": "ωB97M-V with the def2-TZVPD basis set",
  "e_above_lowest_kj_mol": 399.4,
  "charge": 0,
  "smiles": "[H]/N=c1\\nnc(=S)[nH]o1",
  "energy_ha": -769.6709,
  "orbital_gap_ha": 0.27596,
  "symbols": ["H", "N", "C", "N", "N", "C", "S", "N", "O", "H"],
  "positions_angstrom": [[-2.64843, -0.87692, 0.65378], [-2.21089, -0.01898, 0.77025], [-1.13603, -0.04295, 0.06272], [-0.61524, -1.31037, -0.43817], [0.67143, -1.29773, -0.48339], [1.47037, -0.13957, -0.25707], [3.01767, -0.14098, 0.22985], [0.83589, 1.03673, -0.19843], [-0.63163, 1.05825, -0.74394], [1.24686, 1.73252, 0.40440]],
  "forces_ev_per_angstrom": [[-0.706, -2.594, 0.726], [3.218, 3.208, -1.985], [-3.313, 0.373, -2.026], [3.796, 1.933, 1.345], [-1.761, -2.010, -1.558], [-0.998, 0.605, 1.342], [0.336, -0.746, -0.178], [-2.256, -0.417, -1.967], [2.439, -1.262, 4.466], [-0.755, 0.909, -0.165]]
}

---

Copy entry 3 word for word.
{
  "formula": "C2H2N3OS",
  "method": "ωB97M-V with the def2-TZVPD basis set",
  "e_above_lowest_kj_mol": 101.0,
  "charge": -1,
  "smiles": "N#CN(N)C([O-])=S",
  "energy_ha": -715.1252,
  "orbital_gap_ha": 0.28362,
  "symbols": ["N", "C", "N", "N", "C", "O", "S", "H", "H"],
  "positions_angstrom": [[0.23570, -2.62987, -0.32843], [0.01402, -1.50164, -0.37842], [0.09409, -0.19787, -0.19583], [0.41609, 0.04143, 1.27778], [-0.66772, 0.92939, -0.73318], [-1.04681, 1.80358, 0.00166], [-0.72349, 0.74983, -2.38838], [0.23571, 1.08117, 1.29771], [1.44242, -0.27601, 1.44710]],
  "forces_ev_per_angstrom": [[-0.321, -1.035, -0.253], [0.382, 0.578, -0.343], [0.697, 1.197, 3.700], [0.928, -0.120, -0.769], [0.391, -1.493, -1.680], [0.034, 0.662, 1.211], [-0.590, 0.204, -1.436], [0.693, -1.261, 0.337], [-2.214, 1.267, -0.768]]
}

---

Please write out number 9 again, unchanged.
{
  "formula": "C2H2N4O6",
  "method": "ωB97M-V with the def2-TZVPD basis set",
  "e_above_lowest_kj_mol": 88.4,
  "charge": 0,
  "multiplicity": 3,
  "energy_ha": -747.3773,
  "orbital_gap_ha": [0.18746, 0.19701],
  "s2": 2.01,
  "symbols": ["C", "C", "N", "N", "N", "N", "O", "O", "O", "O", "O", "O", "H", "H"],
  "positions_angstrom": [[-0.49712, -1.59105, -0.25681], [0.02943, -0.44172, -1.32726], [-0.33301, -0.94812, 0.93509], [-0.05214, 0.75209, -0.65004], [1.52189, -0.70129, -1.71278], [-0.87746, -0.51813, -2.56193], [1.81571, -1.69147, -2.27242], [-1.93719, -1.05504, -2.44450], [-0.88509, -2.68722, -0.52207], [2.25680, 0.04107, -1.16673], [-0.46151, 0.11253, -3.52494], [-0.26453, 0.46101, 0.80859], [-0.83293, -1.12590, 1.85348], [0.90978, 1.17809, -0.55991]],
  "forces_ev_per_angstrom": [[-0.084, 1.420, -2.739], [-1.570, -2.742, 0.708], [-0.929, 1.989, 2.542], [0.822, 0.452, 3.143], [-3.194, 0.242, -0.816], [2.903, -0.500, -0.159], [0.020, -2.547, -1.443], [-2.866, -1.039, 0.730], [0.506, 0.254, 0.708], [3.271, 2.986, 2.163], [0.703, 1.145, -0.572], [0.231, -1.630, -2.031], [0.795, -0.164, -1.652], [-0.610, 0.134, -0.582]]
}